(1)
Entry from OMol25: 2 unconnected molecules or ions with the total composition C3HN3O at a distorted geometry (ωB97M-V with the def2-TZVPD basis set).

**HOMO level (alpha / beta)**: -9.88 / -9.88 eV
**Gap between HOMO and LUMO (alpha / beta)**: 7.67 / 7.67 eV
**2S+1**: 1
**E_LUMO (alpha / beta)**: -2.2 / -2.2 eV
**Maximum force**: 3.93 eV/A
**Energy above the lowest of the compared OMol25 structures with the same formula, charge and spin**: 46.1 kcal per mole

Last column: Löwdin charge in e.
Geometry (Å):
O  -0.0951  -1.7276  0.6498  0.21
N  1.6761  0.3422  -0.2937  0.01
N  3.6085  -1.1098  0.0286  0.15
N  1.2300  2.5876  0.5799  0.14
C  1.4942  1.5506  0.1467  -0.36
C  2.7037  -0.4270  -0.0975  -0.40
C  0.0445  -1.0559  -0.2823  0.09
H  -0.2386  -1.1358  -1.3670  0.16

---

(2)
Entry from OMol25: a single C3H6N2P2 molecule at a distorted geometry (ωB97M-V with the def2-TZVPD basis set).

**HOMO level (alpha / beta)**: -8.52 / -8.52 eV
**Gap between HOMO and LUMO (alpha / beta)**: 8.31 / 8.31 eV
**2S+1**: 1
**E_LUMO (alpha / beta)**: -0.2 / -0.2 eV
**Maximum force**: 3.37 eV/A
**Energy above the lowest of the compared OMol25 structures with the same formula, charge and spin**: 20.2 kcal per mole

Last column: Löwdin charge in e.
Geometry (Å):
P  0.1214  0.7128  0.0931  0.57
P  1.9852  0.4963  -1.5729  0.73
N  1.8598  -0.1145  -0.0081  -0.38
N  0.5023  1.1587  -1.5205  -0.48
C  -0.6399  1.8267  0.9819  -0.26
C  -0.8873  -1.8958  -0.5582  -0.02
C  -0.8398  -0.8173  0.2752  -0.28
H  -1.4285  -0.6749  1.0996  0.02
H  2.4869  -0.6898  0.4739  -0.01
H  -0.4889  2.8708  0.5991  0.02
H  -1.5430  -2.7591  -0.5022  0.05
H  -1.0681  1.7466  1.9796  0.00
H  -0.0599  -1.8604  -1.3405  0.05

---

(3)
Entry from OMol25: 5 unconnected molecules or ions with the total composition C32H44F32N3O7 at a distorted geometry (ωB97M-V with the def2-TZVPD basis set).

**HOMO level**: -11.43 eV
**Gap between HOMO and LUMO**: 6.31 eV
**Net charge**: +1
**2S+1**: 1
**E_LUMO**: -5.1 eV
**Maximum force**: 5.33 eV/A

Last column: Löwdin charge in e.
Geometry (Å):
F  6.2922  -3.6499  -7.8769  0.09
F  3.8813  1.3820  3.3617  0.06
F  7.3769  -7.4058  -3.1349  0.10
F  6.1652  3.0682  3.6664  0.14
F  3.9312  -4.5736  -6.5634  0.13
F  6.7028  0.4220  -0.1492  0.12
F  5.5496  -4.0213  -5.2343  0.12
F  1.5161  -5.5383  -5.1355  0.09
F  -1.7886  -6.1116  -4.7398  0.09
F  -6.1823  3.1177  -3.1852  0.09
F  -5.1159  0.9249  -5.5221  0.10
F  4.6938  1.1160  -1.8943  0.09
F  7.3556  -5.3843  -7.1007  0.09
F  5.1227  3.2878  1.7807  0.12
F  -4.3249  2.7604  -4.6580  0.09
F  7.5462  -7.2530  -5.2974  0.13
F  -6.0559  5.1365  -2.4021  0.10
F  4.8995  0.3637  1.7284  0.09
F  -5.6011  0.8886  -2.7952  0.12
F  4.2681  1.9621  0.0570  0.08
F  -3.5282  4.0629  -2.5488  0.13
F  1.0627  -3.2649  -3.4685  0.13
F  7.8402  -4.3984  -4.9700  0.09
F  -2.5941  -3.8347  -6.3239  0.13
F  -4.0389  -0.5210  -3.3081  0.13
F  -3.7300  -6.2593  -5.6958  0.09
F  -0.2802  -5.0270  -6.2548  0.09
F  9.3218  -5.6263  -3.9691  0.09
F  -4.3294  -3.6441  -5.0275  0.10
F  -4.2056  4.3525  -0.5029  0.09
F  7.3613  1.8129  -1.6854  0.11
F  -0.4568  -4.8025  -3.3357  0.12
O  -3.2061  0.3793  4.4953  -0.16
O  7.1028  2.1924  1.8495  0.04
O  -0.8943  -2.8836  -4.4544  0.03
O  -5.5290  5.6033  3.4732  -0.21
O  -3.4443  1.3751  -2.3089  0.03
O  -4.9077  2.2861  2.8884  -0.22
O  5.0727  -6.2077  -5.5765  0.03
N  -1.0080  -0.8270  4.2586  0.05
N  -0.0744  0.7787  6.1515  0.06
N  -0.4192  -1.6169  6.6439  0.16
C  -4.6450  0.0913  4.3085  -0.16
C  -5.9301  3.2543  2.3734  -0.14
C  5.8600  2.4175  2.5110  -0.48
C  -5.7419  5.0224  5.9263  -0.10
C  0.9274  1.3775  5.1697  -0.19
C  -3.0284  -5.5766  -4.7485  -0.29
C  -0.5335  -0.6138  5.6790  -0.13
C  5.1343  2.0217  -0.9771  -0.29
C  2.5562  3.5278  5.0743  -0.11
C  -2.5152  -0.8704  4.1387  -0.23
C  -4.7139  5.1955  4.6341  -0.25
C  6.1187  -4.9133  -7.4023  -0.26
C  -5.5472  1.4047  3.8866  -0.17
C  7.9972  -5.3088  -3.9853  -0.29
C  0.6787  -4.5112  -5.4443  -0.26
C  -4.0679  2.1480  -1.2778  -0.05
C  -4.4186  3.6017  -1.6307  -0.43
C  1.0535  3.0135  5.4810  -0.36
C  7.1532  -6.5632  -4.1937  -0.43
C  -3.0303  -4.0826  -5.0603  -0.43
C  -0.1716  3.7209  4.6477  -0.10
C  5.1088  1.1188  2.8368  -0.25
C  -5.2296  4.7702  2.2820  -0.15
C  -4.3342  0.8066  -3.2668  -0.47
C  5.1897  -4.9213  -6.1801  -0.47
C  -5.8588  3.8270  -2.0827  -0.29
C  0.0804  -3.8862  -4.1760  -0.48
C  7.1648  2.6462  0.4931  -0.05
C  -4.1742  1.4114  -4.6688  -0.26
C  5.6375  -6.3222  -4.2660  -0.05
C  -2.2352  -3.2119  -4.0752  -0.05
C  6.5713  1.7083  -0.5693  -0.43
H  -3.9471  6.0625  4.9063  0.13
H  -5.1421  -0.3692  5.2915  0.15
H  5.7126  -5.5302  -8.2074  0.18
H  -6.8744  3.3143  3.0633  0.13
H  0.6017  1.2822  4.0427  0.13
H  -4.9088  1.6137  -0.8191  0.14
H  -3.5034  -5.7766  -3.7855  0.17
H  6.8039  3.6770  0.3906  0.15
H  -2.9900  -1.8058  4.6992  0.15
H  3.3653  2.8178  5.5534  0.08
H  -0.0059  -2.5407  6.3490  0.15
H  -4.8506  -0.7261  3.4640  0.14
H  -4.0567  4.5527  2.2358  0.14
H  2.6642  4.6448  5.4543  0.10
H  0.4943  0.6409  7.0359  0.14
H  -0.6620  -1.4493  7.6644  0.16
H  5.6668  0.5128  3.5544  0.18
H  -3.1878  1.1880  -5.0819  0.18
H  5.3109  -5.5076  -3.6082  0.15
H  -5.4862  5.3311  1.2855  0.13
H  -1.0914  3.8536  5.3783  0.09
H  -6.6074  4.2822  5.6186  0.07
H  -6.5632  3.5774  -1.2860  0.17
H  -0.6955  -1.8149  4.0185  0.15
H  -2.7487  -1.0593  2.9834  0.16
H  0.8963  3.1216  6.6438  0.14
H  2.7585  3.5042  3.9038  0.09
H  -5.9691  1.9946  4.8347  0.14
H  -2.2878  -3.5886  -3.0464  0.15
H  -6.3054  2.9767  1.2964  0.12
H  0.2143  4.7913  4.2916  0.10
H  8.2392  2.7124  0.2814  0.15
H  -0.4726  3.1496  3.6573  0.09
H  -3.3117  2.1964  -0.4845  0.15
H  5.1618  -7.2173  -3.8463  0.15
H  -6.1420  6.1036  6.2009  0.10
H  -2.7477  -2.2427  -4.0361  0.13
H  -4.0652  4.2360  4.4554  0.11
H  5.0641  3.0100  -1.4368  0.18
H  -5.1931  4.5334  6.8413  0.08
H  -6.5216  0.9684  3.3535  0.14
H  7.7651  -4.8347  -3.0290  0.17
H  1.9741  0.8584  5.2641  0.12
H  1.2401  -3.7707  -6.0188  0.17